No. 1
{"formula": "C12H24O24S6", "method": "ωB97M-V/def2-TZVPD", "species": ["C", "C", "O", "S", "O", "O", "O", "H", "H", "H", "H", "C", "C", "O", "S", "O", "O", "O", "H", "H", "H", "H", "C", "C", "O", "S", "O", "O", "O", "H", "H", "H", "H", "C", "C", "O", "S", "O", "O", "O", "H", "H", "H", "H", "C", "C", "O", "S", "O", "O", "O", "H", "H", "H", "H", "C", "C", "O", "S", "O", "O", "O", "H", "H", "H", "H"], "coordinates": [[24.683, -2.447, 13.925], [24.053, -3.493, 13.017], [24.907, -3.405, 11.866], [26.447, -3.174, 12.309], [27.056, -2.188, 11.475], [27.097, -4.462, 12.371], [26.072, -2.574, 13.800], [24.318, -2.409, 14.947], [24.419, -1.507, 13.417], [23.002, -3.553, 12.752], [24.192, -4.471, 13.501], [24.145, -4.391, 6.370], [23.366, -3.243, 6.985], [24.414, -2.302, 7.043], [25.706, -2.960, 7.763], [25.528, -2.812, 9.178], [26.938, -2.499, 7.210], [25.373, -4.473, 7.175], [24.422, -4.132, 5.347], [23.604, -5.326, 6.232], [22.994, -3.514, 7.975], [22.507, -2.979, 6.373], [29.676, -1.075, 9.861], [30.252, 0.297, 10.270], [30.536, 1.071, 9.097], [30.403, 0.114, 7.760], [31.669, -0.474, 7.395], [29.647, 0.831, 6.764], [29.404, -0.904, 8.471], [28.701, -1.219, 10.312], [30.332, -1.916, 10.086], [30.976, 0.363, 11.078], [29.367, 0.792, 10.680], [25.727, 2.146, 8.119], [25.919, 0.703, 7.726], [25.961, -0.014, 8.973], [26.036, 0.997, 10.274], [27.390, 1.424, 10.493], [25.290, 0.436, 11.347], [25.232, 2.110, 9.439], [25.100, 2.737, 7.456], [26.675, 2.675, 8.278], [26.872, 0.585, 7.206], [25.176, 0.218, 7.096], [24.949, 7.770, 4.357], [26.311, 7.473, 3.715], [26.902, 6.495, 4.539], [26.212, 6.387, 6.009], [27.141, 6.764, 7.031], [25.414, 5.208, 6.129], [25.254, 7.675, 5.735], [24.057, 7.213, 4.064], [24.636, 8.798, 4.158], [26.938, 8.361, 3.684], [26.058, 6.961, 2.785], [22.062, -0.662, 10.818], [21.310, 0.195, 11.830], [20.027, -0.400, 11.853], [19.607, -0.809, 10.294], [18.845, 0.235, 9.676], [19.092, -2.146, 10.281], [21.152, -0.766, 9.752], [22.237, -1.682, 11.170], [22.927, -0.089, 10.493], [21.193, 1.146, 11.299], [21.909, 0.307, 12.729]], "largest_force_ev_per_a": 3.11, "e_lumo_ev": 0.26, "smiles": "O=S1(=O)OCCO1.O=S1(=O)OCCO1.O=S1(=O)OCCO1.O=S1(=O)OCCO1.O=S1(=O)OCCO1.O=S1(=O)OCCO1", "molar_mass_g_mol": 744.702, "gap_ev": 10.64, "energy_ev": -126976.926, "multiplicity": 1, "e_homo_ev": -10.39}

No. 2
{"formula": "C12H25AlF9O8P2", "method": "ωB97M-V/def2-TZVPD", "species": ["F", "C", "F", "F", "C", "F", "F", "C", "F", "F", "C", "F", "F", "C", "C", "Al", "H", "H", "H", "H", "H", "H", "H", "C", "O", "P", "O", "O", "C", "O", "C", "H", "H", "H", "H", "H", "H", "H", "H", "H", "C", "O", "P", "O", "O", "C", "O", "C", "H", "H", "H", "H", "H", "H", "H", "H", "H"], "coordinates": [[1.637, -1.091, 4.228], [2.347, -1.480, 3.177], [3.609, -1.664, 3.623], [1.925, -2.661, 2.796], [2.384, -0.435, 1.996], [1.789, -0.959, 0.936], [3.704, -0.336, 1.649], [1.932, 1.009, 2.340], [2.554, 1.806, 1.422], [2.396, 1.426, 3.522], [0.401, 1.355, 2.173], [0.430, 2.755, 2.298], [-0.011, 1.177, 0.915], [-0.522, 0.898, 3.317], [-1.299, -0.465, 3.323], [-1.402, -1.759, 1.773], [-1.253, 1.712, 3.451], [0.099, 0.951, 4.230], [-2.343, -0.234, 3.601], [-0.929, -1.040, 4.194], [-2.962, -2.160, 1.551], [-0.835, -1.316, 0.356], [-0.684, -3.165, 2.166], [2.923, -2.566, -1.218], [3.017, -3.241, -2.489], [3.786, -2.388, -3.713], [2.657, -1.480, -4.111], [3.906, -3.695, -4.660], [2.901, -4.699, -4.668], [5.020, -1.668, -4.607], [5.883, -0.796, -3.863], [2.488, -3.252, -0.495], [3.915, -2.271, -0.874], [2.284, -1.689, -1.304], [1.901, -4.264, -4.651], [3.036, -5.369, -3.819], [3.016, -5.280, -5.584], [6.392, -1.345, -3.069], [5.305, 0.027, -3.436], [6.629, -0.386, -4.541], [-2.330, 3.456, 0.055], [-3.350, 2.740, -0.659], [-4.853, 2.750, 0.095], [-4.530, 1.681, 1.095], [-5.607, 2.185, -1.219], [-4.955, 1.297, -2.122], [-6.361, 3.226, 0.689], [-6.355, 4.418, 1.483], [-1.423, 3.450, -0.546], [-2.635, 4.492, 0.217], [-2.126, 2.974, 1.010], [-4.376, 0.541, -1.591], [-4.312, 1.860, -2.798], [-5.723, 0.800, -2.714], [-6.001, 5.269, 0.897], [-5.718, 4.280, 2.361], [-7.371, 4.619, 1.815]], "largest_force_ev_per_a": 8.11, "charge": -1, "e_lumo_ev": 0.73, "molar_mass_g_mol": 557.236, "gap_ev": 5.43, "energy_ev": -78860.316, "multiplicity": 1, "e_homo_ev": -4.71}

No. 3
{"formula": "C12H25BeF4N5NaO14S3", "method": "ωB97M-V/def2-TZVPD", "species": ["N", "C", "O", "C", "C", "N", "C", "O", "N", "O", "N", "C", "C", "O", "H", "H", "H", "H", "H", "C", "S", "O", "C", "H", "H", "H", "H", "H", "H", "F", "F", "O", "H", "H", "O", "H", "H", "H", "Be", "O", "H", "O", "C", "O", "C", "C", "C", "H", "H", "H", "H", "H", "H", "H", "H", "N", "S", "O", "O", "F", "S", "O", "O", "F", "Na"], "coordinates": [[1.233, 1.453, 0.669], [1.478, 2.189, -0.159], [1.584, 3.145, -1.121], [0.529, 2.905, -2.006], [-0.852, 2.850, -1.632], [-1.823, 2.587, -2.490], [-3.205, 2.565, -1.942], [-4.111, 3.312, -2.751], [-5.278, 3.646, -2.013], [-5.894, 2.687, -1.765], [-1.761, 2.330, -3.793], [-0.490, 2.418, -4.194], [0.714, 2.688, -3.440], [1.924, 2.718, -4.060], [-1.108, 3.032, -0.567], [-3.186, 3.015, -0.921], [-3.497, 1.491, -1.816], [-0.340, 2.256, -5.288], [2.405, 1.878, -3.942], [-1.715, -1.781, 1.079], [-2.989, -0.790, 0.268], [-2.386, 0.553, -0.034], [-4.033, -0.594, 1.706], [-0.924, -1.986, 0.362], [-1.293, -1.232, 1.926], [-2.150, -2.719, 1.423], [-3.474, -0.116, 2.509], [-4.395, -1.569, 2.028], [-4.890, 0.037, 1.436], [0.211, -1.769, 2.779], [-6.084, 0.335, 2.915], [-0.149, -4.014, 0.623], [0.464, -3.431, 1.143], [0.427, -4.480, -0.027], [-2.718, -0.524, -5.749], [-3.696, -0.475, -5.837], [-2.406, -0.071, -4.928], [-2.268, -0.170, -6.547], [0.487, -5.445, 1.643], [-0.034, 5.801, -4.261], [0.797, 5.344, -4.110], [6.201, 3.394, 5.719], [5.111, 3.343, 5.173], [5.040, 3.081, 3.870], [3.808, 2.826, 3.159], [3.147, 4.119, 2.727], [3.852, 3.664, 5.933], [3.144, 2.189, 3.744], [4.084, 2.252, 2.275], [2.868, 4.736, 3.584], [2.250, 3.913, 2.144], [3.834, 4.714, 2.119], [3.720, 4.747, 5.970], [3.957, 3.280, 6.947], [2.959, 3.202, 5.521], [-0.099, -9.214, -0.513], [0.219, -10.658, -1.104], [1.560, -11.126, -0.944], [-0.454, -11.019, -2.310], [-0.556, -11.534, -0.029], [0.594, -8.083, -1.321], [0.590, -6.805, -0.618], [0.339, -7.990, -2.720], [2.133, -8.451, -1.267], [6.596, 5.352, 4.829]], "largest_force_ev_per_a": 4.35, "charge": 1, "e_lumo_ev": -7.49, "molar_mass_g_mol": 667.548, "gap_ev": 1.21, "energy_ev": -97127.605, "multiplicity": 1, "e_homo_ev": -8.70}

No. 4
{"formula": "C12H25Br10F2NO2S", "method": "ωB97M-V/def2-TZVPD", "species": ["C", "C", "N", "F", "S", "O", "O", "F", "H", "H", "H", "H", "H", "Br", "C", "C", "Br", "H", "H", "H", "H", "Br", "C", "C", "Br", "H", "H", "H", "H", "Br", "C", "C", "Br", "H", "H", "H", "H", "Br", "C", "C", "Br", "H", "H", "H", "H", "Br", "C", "C", "Br", "H", "H", "H", "H"], "coordinates": [[0.896, 1.073, 0.581], [2.278, 0.450, 0.567], [2.339, -0.960, 0.168], [1.614, -1.716, 1.090], [1.796, -1.331, -1.364], [0.663, -2.173, -1.315], [1.885, -0.168, -2.167], [2.986, -2.236, -1.813], [0.196, 0.521, 1.208], [0.476, 1.197, -0.415], [0.984, 2.075, 1.007], [2.971, 0.997, -0.071], [2.700, 0.466, 1.574], [8.903, -3.425, -0.239], [7.176, -3.770, -1.062], [6.530, -2.510, -1.572], [5.821, -1.419, -0.130], [6.568, -4.265, -0.312], [7.371, -4.453, -1.885], [5.678, -2.753, -2.204], [7.226, -1.885, -2.122], [2.107, 5.012, 1.478], [2.408, 5.805, -0.273], [1.297, 5.481, -1.235], [1.376, 3.634, -1.827], [3.368, 5.433, -0.617], [2.469, 6.878, -0.107], [1.382, 6.091, -2.132], [0.316, 5.620, -0.791], [-1.415, -5.439, -0.613], [-1.003, -4.775, -2.392], [-2.065, -5.141, -3.393], [-1.995, -7.020, -3.892], [-0.032, -5.181, -2.656], [-0.928, -3.696, -2.291], [-1.918, -4.585, -4.316], [-3.064, -4.959, -3.013], [-2.410, 0.083, 2.065], [-2.647, 1.957, 2.530], [-3.425, 2.704, 1.482], [-2.348, 3.126, -0.088], [-1.657, 2.376, 2.689], [-3.198, 1.949, 3.467], [-3.757, 3.664, 1.870], [-4.283, 2.142, 1.131], [-6.518, 0.378, 0.748], [-6.689, -0.025, 2.641], [-7.371, 1.088, 3.393], [-6.197, 2.620, 3.641], [-5.685, -0.220, 3.008], [-7.282, -0.935, 2.699], [-7.645, 0.762, 4.394], [-8.251, 1.456, 2.874]], "largest_force_ev_per_a": 0.49, "e_lumo_ev": 0.37, "smiles": "CCN(F)S(=O)(=O)F.BrCCBr.BrCCBr.BrCCBr.BrCCBr.BrCCBr", "molar_mass_g_mol": 1084.440, "gap_ev": 10.20, "energy_ev": -735128.033, "multiplicity": 1, "e_homo_ev": -9.83}